[1]
DFT (ωB97M-V with the def2-TZVPD basis set) results for a molecular structure, C28H42BN6O2PSZr.

Summary:
relative energy (zero: lowest compared OMol25 entry of this formula, charge and spin)	0.0	kcal/mol
spin multiplicity	1
gap between HOMO and LUMO	7.1	eV
LUMO energy	-6.9797	eV
net charge	+2

Atoms and positions in Å:
Zr 0.366 0.339 -0.485
C 1.329 3.337 1.629
C 0.962 2.040 2.259
C 0.713 1.744 3.582
C 0.351 0.397 3.626
C -0.044 -0.423 4.804
N 0.406 -0.093 2.381
N 0.779 0.927 1.517
B 0.351 -1.586 1.913
N 1.654 -1.862 1.129
N 2.032 -1.088 0.049
C 3.285 -1.461 -0.269
C 4.056 -0.790 -1.350
C 3.702 -2.478 0.573
C 2.651 -2.704 1.448
C 2.568 -3.671 2.578
N -0.854 -1.853 0.948
N -0.815 -1.383 -0.352
C -1.825 -1.973 -1.034
C -2.092 -1.645 -2.461
C -2.500 -2.816 -0.181
C -1.873 -2.708 1.065
C -2.208 -3.391 2.344
H 1.599 4.065 2.391
H 0.488 3.738 1.057
H 2.183 3.229 0.956
H 0.782 2.415 4.421
H 0.008 0.185 5.704
H 0.620 -1.278 4.932
H -1.066 -0.792 4.701
H 0.259 -2.296 2.856
H 3.560 0.125 -1.676
H 4.184 -1.442 -2.215
H 5.047 -0.516 -0.990
H 4.653 -2.981 0.567
H 3.467 -4.281 2.603
H 1.708 -4.332 2.472
H 2.479 -3.153 3.533
H -1.204 -1.239 -2.953
H -2.891 -0.907 -2.546
H -2.396 -2.537 -3.006
H -3.348 -3.437 -0.415
H -3.160 -3.908 2.244
H -2.285 -2.678 3.165
H -1.448 -4.129 2.601
O -5.670 -0.906 4.019
C -4.355 -0.655 3.957
O -3.614 -1.013 4.832
C -3.846 0.126 2.785
C -2.914 1.134 3.016
C -2.267 1.731 1.952
C -2.501 1.284 0.654
S -1.528 1.916 -0.712
C -3.493 0.342 0.416
C -4.174 -0.227 1.483
H -6.148 -0.408 3.344
H -2.689 1.430 4.033
H -1.555 2.526 2.128
H -3.722 0.038 -0.596
H -4.918 -0.992 1.292
C -1.133 3.014 -3.894
C -0.250 1.826 -4.256
P 0.982 1.229 -3.040
C 1.932 2.706 -2.507
C 2.591 3.505 -3.634
C 2.123 0.158 -4.017
C 2.047 0.271 -5.541
H -1.631 3.357 -4.800
H -0.557 3.854 -3.504
H -1.900 2.757 -3.172
H 0.370 2.083 -5.117
H -0.849 0.966 -4.564
H 2.699 2.366 -1.798
H 1.243 3.341 -1.939
H 3.271 2.887 -4.221
H 3.170 4.330 -3.221
H 1.846 3.929 -4.306
H 1.950 -0.878 -3.714
H 3.129 0.407 -3.677
H 1.064 0.009 -5.928
H 2.764 -0.422 -5.977
H 2.301 1.269 -5.893

***

[2]
DFT (ωB97M-V with the def2-TZVPD basis set) results for a molecular structure, C28H42BrN2OSi3Ti.

Summary:
relative energy (zero: lowest compared OMol25 entry of this formula, charge and spin)	6.6	kcal/mol
spin multiplicity	3
expectation value of S²	2.009
gap between HOMO and LUMO (spin up / spin down)	7.6 / 7.5	eV
LUMO energy (spin up / spin down)	-3.2910 / -4.5657	eV
net charge	+1

Atoms and positions in Å:
Ti -0.254 -0.399 -0.446
C -2.752 4.807 -1.271
C -2.502 3.366 -0.924
C -3.556 2.486 -0.629
C -3.316 1.170 -0.294
C -1.994 0.727 -0.253
Br -0.821 -2.816 -0.527
N -1.006 1.575 -0.542
C -1.222 2.857 -0.874
H -3.799 4.973 -1.518
H -2.146 5.120 -2.121
H -2.501 5.456 -0.431
H -4.574 2.855 -0.674
H -4.130 0.495 -0.067
H -0.356 3.473 -1.090
C -2.883 -1.451 2.169
Si -1.244 -1.667 3.058
C -1.468 -1.013 4.805
C -0.937 -3.504 3.229
C 0.185 -0.705 2.238
Si 0.270 1.140 2.727
C -1.389 2.027 2.708
C 1.500 2.134 1.709
C 0.891 1.226 4.509
Si 1.836 -1.563 1.948
C 1.974 -3.412 1.753
C 3.012 -1.123 3.350
C 2.666 -0.794 0.392
C 4.048 -0.884 0.240
C 4.680 -0.238 -0.808
C 3.916 0.495 -1.706
C 2.549 0.522 -1.529
N 1.943 -0.101 -0.510
H -3.649 -1.934 2.783
H -2.868 -1.942 1.196
H -3.179 -0.411 2.029
H -2.219 -1.645 5.288
H -1.839 0.013 4.836
H -0.557 -1.070 5.403
H -1.857 -3.948 3.621
H -0.144 -3.728 3.945
H -0.715 -3.998 2.283
H -1.488 2.683 1.841
H -1.457 2.656 3.599
H -2.243 1.350 2.719
H 1.228 2.241 0.661
H 2.510 1.718 1.764
H 1.542 3.137 2.145
H 0.056 1.364 5.195
H 1.533 2.109 4.594
H 1.466 0.368 4.849
H 1.816 -3.927 2.700
H 3.005 -3.612 1.442
H 1.312 -3.833 1.001
H 2.615 -1.463 4.309
H 3.233 -0.057 3.420
H 3.953 -1.657 3.193
H 4.630 -1.454 0.952
H 5.755 -0.298 -0.921
H 4.367 1.027 -2.531
H 1.903 1.051 -2.218
C -2.421 -0.724 -3.520
C -0.934 -0.586 -3.570
O -0.298 -0.401 -2.526
C -0.212 -0.656 -4.842
C 1.170 -0.866 -4.833
C 1.869 -0.932 -6.023
C 1.199 -0.771 -7.231
C -0.173 -0.561 -7.248
C -0.880 -0.515 -6.060
H -2.726 -0.938 -2.500
H -2.764 -1.509 -4.192
H -2.881 0.216 -3.837
H 1.676 -1.002 -3.887
H 2.935 -1.114 -6.018
H 1.748 -0.818 -8.162
H -0.691 -0.439 -8.190
H -1.950 -0.358 -6.080

***

[3]
DFT (ωB97M-V with the def2-TZVPD basis set) results for a molecular structure, C28H42NO2PdSi.

Summary:
relative energy (zero: lowest compared OMol25 entry of this formula, charge and spin)	0.0	kcal/mol
spin multiplicity	3
expectation value of S²	2.012
gap between HOMO and LUMO (spin up / spin down)	5.0 / 4.6	eV
LUMO energy (spin up / spin down)	2.0887 / 2.0886	eV
net charge	-1

Atoms and positions in Å:
O 3.075 -4.110 -2.317
C 4.125 -4.698 -1.465
C 4.688 -5.574 -2.571
H 3.695 -5.254 -0.619
H 4.849 -3.943 -1.123
C 3.591 -4.896 -3.424
H 4.534 -6.644 -2.415
H 5.711 -5.324 -2.864
C 2.572 -5.887 -3.943
H 2.132 -6.465 -3.124
H 3.056 -6.578 -4.646
H 1.781 -5.352 -4.476
C 4.155 -4.011 -4.514
H 4.868 -3.283 -4.109
H 3.338 -3.477 -5.011
H 4.672 -4.624 -5.261
Pd -1.240 1.995 0.004
C 0.084 3.917 -0.241
C 0.323 3.512 1.105
C 0.870 2.193 1.087
H 0.165 4.111 1.996
C 1.006 1.799 -0.281
C 0.545 2.872 -1.103
H 0.533 2.880 -2.185
H -0.298 4.875 -0.581
H 1.179 1.596 1.942
H 1.385 0.844 -0.622
C -3.382 1.924 -1.105
C -2.316 2.186 -2.026
C -1.493 1.008 -2.082
H -2.194 3.085 -2.620
C -1.999 0.068 -1.133
C -3.179 0.629 -0.547
H -3.820 0.128 0.170
H -4.232 2.571 -0.905
H -0.659 0.826 -2.760
H -1.595 -0.921 -0.936
O 0.599 -2.369 -0.393
C 1.179 -1.821 -1.615
C 2.607 -1.328 -1.312
H 0.533 -1.022 -2.035
H 1.204 -2.640 -2.347
C 2.948 -2.083 -0.026
H 2.621 -0.253 -1.100
H 3.277 -1.540 -2.141
C 1.583 -2.148 0.662
H 3.762 -1.643 0.561
H 3.207 -3.102 -0.310
H 1.411 -1.169 1.154
H 1.468 -2.952 1.402
C -1.399 -0.569 2.084
Si -2.193 0.883 2.977
C -3.949 0.435 3.430
C -1.069 1.353 4.379
N -2.297 2.256 1.884
C -2.830 3.468 2.145
C -2.932 4.448 1.117
C -3.339 5.744 1.396
C -3.692 6.105 2.701
C -3.639 5.158 3.730
C -3.249 3.850 3.471
H -2.180 -1.217 1.663
H -0.788 -1.170 2.768
H -0.742 -0.272 1.252
H -3.995 -0.553 3.907
H -4.374 1.177 4.118
H -4.571 0.410 2.524
H -0.028 1.087 4.155
H -1.117 2.425 4.611
H -1.389 0.791 5.269
H -2.633 4.149 0.101
H -3.371 6.454 0.570
H -4.010 7.124 2.916
H -3.911 5.438 4.749
H -3.227 3.117 4.289

***

[4]
DFT (ωB97M-V with the def2-TZVPD basis set) results for a molecular structure, C28H43BN9SbTl.

Summary:
relative energy (zero: lowest compared OMol25 entry of this formula, charge and spin)	56.6	kcal/mol
spin multiplicity	1
gap between HOMO and LUMO (spin up / spin down)	3.2 / 3.3	eV
LUMO energy (spin up / spin down)	-6.4066 / -6.3209	eV
net charge	+1

Atoms and positions in Å:
Tl -0.924 -0.415 0.707
C -4.074 -1.146 0.049
C -3.266 -2.143 -0.547
C -2.782 -1.649 -1.782
C -3.373 -0.312 -1.987
C -4.064 0.022 -0.830
C -4.641 1.351 -0.497
C -3.165 0.579 -3.185
C -1.937 -2.431 -2.762
C -2.981 -3.491 0.037
C -4.729 -1.282 1.425
H -4.851 1.435 0.587
H -5.544 1.529 -1.102
H -3.946 2.173 -0.823
H -2.474 1.381 -2.921
H -4.073 0.870 -3.676
H -2.549 0.009 -3.907
H -0.882 -2.271 -2.594
H -2.025 -2.113 -3.799
H -2.078 -3.537 -2.653
H -2.203 -3.455 0.812
H -2.680 -4.118 -0.780
H -3.891 -3.917 0.435
H -4.077 -0.977 2.213
H -5.061 -2.318 1.565
H -5.591 -0.606 1.443
B 0.816 2.301 2.558
N 0.789 2.663 1.064
C 1.899 3.174 0.401
C 1.552 3.430 -0.910
C 0.231 2.942 -1.009
N -0.251 2.556 0.222
N 1.491 0.941 2.870
C 1.978 0.423 4.051
C 2.821 -0.662 3.760
C 2.754 -0.783 2.335
N 1.939 0.176 1.828
H 1.354 3.221 3.175
H -0.362 2.133 2.873
H 2.951 3.267 0.797
H 2.126 3.911 -1.740
H -0.419 2.865 -1.874
H 1.622 0.837 5.004
H 3.271 -1.374 4.427
H 3.274 -1.438 1.647
N 0.476 -3.097 4.442
C 0.191 -3.117 3.157
N -0.673 -2.175 2.892
C -0.828 -1.507 4.078
N -0.098 -2.075 5.059
C -1.505 -0.276 4.366
C -1.259 0.320 5.623
N -1.718 1.512 5.931
C -2.466 2.125 5.013
C -2.702 1.523 3.788
N -2.298 0.271 3.407
H 1.138 -3.667 4.959
H 0.488 -3.867 2.480
H -0.715 -0.243 6.422
H -2.910 3.020 5.325
H -3.282 2.032 3.009
C 1.275 1.105 -5.336
C 2.513 0.277 -5.056
Sb 2.797 0.357 -2.820
C 4.511 1.808 -2.590
C 5.115 2.192 -3.922
C 3.946 -1.564 -2.620
C 3.539 -2.344 -1.360
H 1.146 1.065 -6.423
H 1.385 2.169 -5.010
H 0.367 0.703 -4.949
H 3.459 0.631 -5.422
H 2.325 -0.751 -5.293
H 5.232 1.259 -1.949
H 4.045 2.618 -2.001
H 5.403 1.286 -4.471
H 6.003 2.847 -3.829
H 4.378 2.789 -4.537
H 4.971 -1.200 -2.686
H 3.637 -2.159 -3.480
H 3.470 -1.715 -0.462
H 4.187 -3.231 -1.175
H 2.481 -2.673 -1.467

***

[5]
DFT (ωB97M-V with the def2-TZVPD basis set) results for a molecular structure, C28H43BrN2P2Ti.

Summary:
spin multiplicity	3
expectation value of S²	2.015
gap between HOMO and LUMO (spin up / spin down)	5.7 / 2.7	eV
LUMO energy (spin up / spin down)	-6.5420 / -9.8476	eV
net charge	+2

Atoms and positions in Å:
C -0.863 7.238 -3.676
C -1.039 5.853 -3.919
C -1.351 5.471 -5.247
C -1.466 6.460 -6.229
N -1.298 7.774 -5.999
C -1.002 8.137 -4.738
C -0.910 4.893 -2.879
C -0.798 4.062 -1.980
C -0.669 3.101 -0.939
C 0.397 3.176 -0.006
C 0.519 2.227 1.014
C -0.408 1.168 1.154
C -1.469 1.101 0.221
C -1.602 2.042 -0.805
Ti -0.225 -0.187 2.622
P 1.665 -1.093 1.599
H -1.499 4.416 -5.495
H -0.621 7.593 -2.670
H -1.707 6.177 -7.263
H -0.868 9.213 -4.563
H -2.429 1.970 -1.519
H 1.125 3.989 -0.096
H -2.208 0.294 0.296
H 1.355 2.314 1.718
C 1.961 -2.756 2.380
C 2.945 -3.735 1.727
H 0.955 -3.211 2.432
H 2.231 -2.521 3.426
H 3.187 -4.545 2.437
H 2.511 -4.204 0.827
H 3.891 -3.251 1.437
C 1.560 -1.360 -0.238
C 2.634 -0.739 -1.141
H 0.563 -0.978 -0.519
H 1.497 -2.455 -0.376
H 2.375 -0.915 -2.200
H 2.697 0.353 -0.996
H 3.635 -1.164 -0.966
C 3.161 -0.031 1.901
C 4.550 -0.680 1.871
H 2.971 0.404 2.898
H 3.084 0.796 1.169
H 5.323 0.094 2.024
H 4.658 -1.415 2.686
H 4.767 -1.187 0.917
Br 0.006 -1.906 4.483
P -2.907 -3.781 -1.721
C -1.029 -3.828 -1.584
C -0.426 -5.232 -1.734
H -0.718 -3.358 -0.630
H -0.649 -3.178 -2.394
H 0.645 -5.175 -1.999
H -0.508 -5.816 -0.801
H -0.945 -5.800 -2.525
C -3.386 -3.450 0.066
C -4.797 -3.921 0.440
H -3.311 -2.354 0.195
H -2.632 -3.904 0.739
H -4.878 -4.099 1.527
H -5.556 -3.170 0.160
H -5.057 -4.866 -0.068
C -3.106 -2.024 -2.357
C -3.371 -1.952 -3.867
H -2.213 -1.427 -2.085
H -3.960 -1.591 -1.804
H -3.852 -0.996 -4.139
H -2.435 -2.028 -4.449
H -4.033 -2.774 -4.193
C 1.472 1.242 7.224
C 2.201 1.746 5.976
C 1.442 1.332 4.796
N 0.860 0.924 3.884
H 0.451 1.682 7.280
H 2.029 1.530 8.139
H 1.377 0.133 7.202
H 2.277 2.851 6.011
H 3.218 1.301 5.936

***

[6]
DFT (ωB97M-V with the def2-TZVPD basis set) results for 5 unconnected molecules or ions with the total composition C28H43F13N2O10PSi.

Summary:
spin multiplicity	1
gap between HOMO and LUMO	6.9	eV
LUMO energy	-4.2455	eV
net charge	+1

Atoms and positions in Å:
C 2.668 3.456 -0.238
C 2.378 2.103 -0.785
C 1.937 1.778 -2.351
C 1.562 0.151 -2.413
N 2.695 -0.891 -2.523
C 2.006 -2.238 -2.548
F 2.715 -3.535 -2.644
C 0.388 -1.909 -2.434
P -1.066 -3.203 -2.375
C -1.079 -3.819 -0.563
O -0.590 -4.467 -3.493
N 0.149 -0.386 -2.379
C -1.200 0.359 -2.311
C -1.733 0.583 -0.777
O -3.054 1.220 -0.660
Si -4.369 0.057 -0.696
C -4.902 -0.524 -2.453
C -5.930 0.988 0.052
C -4.117 -1.503 0.404
H 3.712 3.993 -0.385
H 1.815 3.957 0.421
H 2.431 1.191 -0.034
H 0.970 2.403 -2.642
H 2.764 2.079 -3.125
H 3.722 -0.648 -2.572
H -0.650 -2.944 0.124
H -2.186 -4.023 -0.169
H -0.468 -4.799 -0.367
H -1.007 -4.252 -4.389
H -1.116 1.388 -2.898
H -1.956 -0.320 -2.904
H -0.960 1.334 -0.264
H -1.615 -0.432 -0.208
H -4.037 -0.929 -3.129
H -5.644 -1.445 -2.288
H -5.480 0.376 -2.978
H -6.564 1.339 -0.880
H -5.634 1.879 0.751
H -6.597 0.163 0.599
H -5.004 -2.238 0.175
H -3.113 -2.009 0.059
H -4.111 -1.245 1.546
C -5.191 4.453 -1.158
C -6.552 4.887 -0.645
O -6.743 6.295 -0.844
C -7.120 6.681 -2.105
O -7.289 5.899 -3.038
C -7.336 8.192 -2.165
F -6.333 8.892 -1.561
F -8.490 8.570 -1.544
F -7.416 8.671 -3.439
H -4.398 5.052 -0.699
H -5.012 3.397 -0.937
H -5.111 4.597 -2.240
H -6.609 4.707 0.433
H -7.362 4.313 -1.110
C 4.193 -6.346 -2.274
C 5.556 -6.970 -2.034
O 6.109 -6.517 -0.789
C 5.647 -7.144 0.340
O 4.808 -8.041 0.330
C 6.351 -6.603 1.583
F 6.420 -5.240 1.598
F 7.636 -7.049 1.681
F 5.735 -6.962 2.745
H 4.255 -5.254 -2.216
H 3.805 -6.627 -3.257
H 3.473 -6.664 -1.514
H 6.246 -6.653 -2.823
H 5.512 -8.065 -2.066
C 9.593 -9.226 2.286
C 10.956 -9.850 2.526
O 11.509 -9.397 3.771
C 11.047 -10.024 4.900
O 10.208 -10.921 4.890
C 11.751 -9.483 6.143
F 11.820 -8.120 6.158
F 13.036 -9.929 6.241
F 11.135 -9.842 7.305
H 9.655 -8.134 2.344
H 9.205 -9.507 1.303
H 8.873 -9.544 3.046
H 11.646 -9.533 1.737
H 10.912 -10.945 2.494
C -5.947 10.900 0.239
C -6.962 11.531 1.176
O -6.628 11.256 2.544
C -5.656 12.048 3.099
O -5.078 12.947 2.493
C -5.436 11.683 4.566
F -5.347 10.337 4.767
F -6.454 12.119 5.362
F -4.294 12.218 5.084
H -5.854 9.828 0.440
H -6.242 11.041 -0.804
H -4.954 11.337 0.379
H -7.948 11.091 0.994
H -7.055 12.610 1.005